Record 1
A molecular structure, C42H76F5N3O24S2Y in a non-equilibrium geometry. Source: the Open Molecules 2025 dataset; level of theory: wB97M-V/def2-TZVPD.

```
153
C42H76F5N3O24S2Y wB97M-V/def2-TZVPD
Y -14.301 14.175 -9.055
C -17.390 14.627 -10.490
O -17.310 13.205 -10.404
O -16.230 15.032 -9.903
C -17.831 15.062 -11.931
F -16.791 15.316 -12.766
F -18.365 13.927 -12.484
F -18.703 16.029 -12.055
C -18.436 12.504 -9.843
C -18.006 11.072 -9.875
H -17.751 10.700 -10.865
H -17.275 10.727 -9.143
H -18.957 10.597 -9.621
H -19.330 12.628 -10.458
H -18.702 12.802 -8.826
H -18.215 14.945 -9.839
N -14.923 13.022 -7.269
S -16.104 13.179 -6.255
O -15.730 13.458 -4.919
O -17.340 12.515 -6.529
F -16.522 14.664 -6.822
S -14.470 11.554 -6.399
O -15.356 10.443 -6.557
O -13.508 11.689 -5.335
F -13.345 11.306 -7.539
O -14.291 11.758 -9.942
C -14.349 10.806 -10.742
O -14.375 9.555 -10.444
C -14.559 9.002 -9.150
C -14.534 7.460 -9.146
C -14.089 11.057 -12.204
H -15.517 9.178 -8.659
H -13.787 9.277 -8.435
H -13.727 7.047 -9.752
H -15.468 7.089 -9.580
H -14.576 6.970 -8.175
H -14.543 12.029 -12.390
H -14.469 10.362 -12.948
H -13.004 11.152 -12.278
O -21.725 13.129 -10.857
C -22.546 13.988 -10.582
O -23.842 13.832 -10.678
C -24.367 12.480 -10.804
C -25.870 12.608 -10.868
C -22.205 15.367 -10.080
H -24.117 12.019 -9.845
H -23.898 11.905 -11.597
H -26.233 13.483 -10.328
H -26.325 11.715 -10.444
H -26.216 12.778 -11.889
H -21.363 15.712 -10.684
H -21.790 15.338 -9.073
H -23.098 15.977 -10.168
O -23.032 9.779 -6.828
C -22.439 10.629 -7.431
O -22.254 11.881 -6.946
C -23.181 12.276 -5.914
C -23.105 13.739 -5.542
C -21.471 10.334 -8.560
H -22.830 11.684 -5.068
H -24.212 12.060 -6.193
H -23.854 14.083 -4.834
H -23.198 14.372 -6.430
H -22.103 13.917 -5.145
H -21.658 9.441 -9.146
H -20.498 10.230 -8.066
H -21.276 11.246 -9.129
O -16.923 7.462 -14.613
C -16.331 8.424 -15.026
O -16.404 9.677 -14.583
C -17.306 10.048 -13.531
C -18.528 10.734 -14.115
C -15.300 8.299 -16.133
H -16.837 10.838 -12.945
H -17.608 9.215 -12.899
H -19.344 10.622 -13.397
H -18.872 10.460 -15.112
H -18.420 11.814 -14.235
H -15.140 7.309 -16.549
H -14.314 8.602 -15.775
H -15.610 8.963 -16.943
O -18.568 17.706 -15.466
C -19.626 17.187 -15.229
O -19.974 15.921 -15.555
C -19.111 15.018 -16.198
C -19.849 14.189 -17.243
C -20.630 17.858 -14.346
H -18.799 14.308 -15.423
H -18.190 15.398 -16.642
H -19.234 13.417 -17.707
H -20.386 14.779 -17.984
H -20.613 13.545 -16.795
H -20.021 18.421 -13.644
H -21.282 17.133 -13.865
H -21.215 18.597 -14.894
O -19.664 6.343 -9.954
C -18.610 6.419 -9.392
O -17.585 5.557 -9.410
C -17.699 4.494 -10.382
C -16.844 4.836 -11.588
C -18.216 7.655 -8.612
H -18.728 4.401 -10.722
H -17.354 3.512 -10.064
H -17.078 5.829 -11.982
H -16.997 4.147 -12.417
H -15.792 4.875 -11.299
H -17.569 8.300 -9.213
H -17.648 7.552 -7.688
H -19.118 8.227 -8.405
C -15.872 19.386 -12.936
C -14.804 18.386 -12.425
C -13.892 18.830 -11.283
C -14.714 19.570 -10.270
N -15.285 20.146 -9.457
H -15.541 19.860 -13.858
H -16.039 20.255 -12.297
H -16.806 18.834 -13.004
H -14.162 18.145 -13.277
H -15.240 17.435 -12.112
H -13.134 19.542 -11.605
H -13.505 17.926 -10.814
C -19.329 19.040 -10.596
C -19.100 20.488 -10.142
C -19.886 21.503 -10.945
C -19.721 22.896 -10.490
N -19.618 24.008 -10.224
H -20.345 18.692 -10.405
H -18.635 18.328 -10.145
H -19.122 18.875 -11.657
H -18.030 20.697 -10.214
H -19.294 20.657 -9.080
H -20.956 21.298 -10.975
H -19.452 21.491 -11.948
C -15.891 13.149 -14.567
C -14.430 13.384 -14.896
O -14.314 13.148 -16.272
C -15.421 12.496 -16.694
O -15.609 12.061 -17.779
O -16.299 12.369 -15.676
H -16.558 14.009 -14.557
H -15.957 12.637 -13.609
H -13.826 12.792 -14.203
H -14.114 14.394 -14.622
C -19.815 15.156 -6.910
C -19.369 15.088 -5.439
O -18.476 16.195 -5.298
C -18.453 16.958 -6.405
O -17.758 17.923 -6.456
O -19.262 16.420 -7.343
H -20.889 15.280 -7.011
H -19.359 14.363 -7.497
H -18.734 14.218 -5.290
H -20.180 15.129 -4.718
```

## Properties
Charge: +1
HOMO level: -12.20 eV
Multiplicity: 1
E_tot: -4949.68927 hartree

***

Record 2
2 unconnected molecules or ions with the total composition C7H9Cl3Si in a non-equilibrium geometry. Source: the Open Molecules 2025 dataset; level of theory: wB97M-V/def2-TZVPD.

```
20
C7H9Cl3Si wB97M-V/def2-TZVPD
C 0.443 -0.249 -1.488
C -0.502 -0.417 -0.656
C 1.718 1.008 0.127
C 0.575 0.763 1.145
C 1.337 -1.415 0.350
C 1.753 -0.263 -0.704
C 0.009 -0.706 0.732
Si -3.654 0.366 -0.536
Cl -4.375 1.578 -1.987
Cl -4.260 -1.665 -0.710
Cl -4.193 1.236 1.259
H 0.546 0.035 -2.581
H 1.633 1.841 -0.485
H 2.705 1.199 0.717
H 1.072 0.656 2.168
H -0.269 1.550 1.237
H 1.200 -2.328 -0.054
H 2.029 -1.494 1.138
H 2.792 -0.412 -1.082
H -0.558 -1.284 1.409
```

## Properties
HOMO level (alpha / beta): -8.92 / -8.39 eV
Multiplicity: 1
ΔE to the lowest compared entry with this formula, charge and spin: 107.3 kcal/mol
E_tot: -1942.15915 hartree